Density functional theory data (ωB97M-V with the def2-TZVPD basis set) for a structure of composition C18H45CrLiN3O12PS2 at a distorted geometry.

Positions of all 83 atoms, in Å:
1 Cr 3.1257 -0.8197 -2.8249
2 Li 0.3289 1.1845 -2.7663
3 P 3.5499 1.2921 -3.8544
4 O 4.3322 0.7669 -2.6248
5 O 2.1568 0.9304 -3.2366
6 O 3.7169 -0.1035 -4.5280
7 O 4.2303 2.6699 -4.1426
8 S 0.6296 -1.6743 -2.4736
9 O -0.0503 -2.9808 -2.3365
10 O -0.2648 -0.5291 -2.5718
11 O 1.7281 -1.3275 -1.5777
12 O 1.5278 -1.6583 -3.6598
13 S 4.8462 -2.8906 -2.4193
14 O 3.8096 -2.6964 -3.3790
15 O 4.5722 -4.0782 -1.6784
16 O 6.1662 -2.8495 -3.0465
17 O 4.4804 -1.6495 -1.7273
18 C 0.7337 4.2313 -3.9310
19 C -0.5012 3.9173 -3.0879
20 N -0.3464 2.9287 -1.9780
21 C -1.5919 2.5319 -1.2355
22 C -2.7225 1.9159 -2.1451
23 C 0.6811 3.3435 -0.9952
24 C 0.7314 2.5734 0.3564
25 H 1.3384 3.3425 -4.1110
26 H 1.3675 4.9254 -3.3791
27 H 0.5609 4.8393 -4.8190
28 H -1.0094 4.7996 -2.6990
29 H -1.2303 3.4251 -3.7316
30 H -1.4840 1.8013 -0.4338
31 H -1.9520 3.4503 -0.7719
32 H -2.5744 0.9566 -2.6411
33 H -3.5669 1.6307 -1.5175
34 H -2.9835 2.4915 -3.0332
35 H 0.5249 4.3980 -0.7679
36 H 1.6149 3.3482 -1.5575
37 H 1.5086 2.9267 1.0341
38 H 0.6348 1.4900 0.2858
39 H -0.1779 2.8822 0.8720
40 C -3.1679 0.9786 1.4645
41 C -2.6904 -0.3533 0.9686
42 N -3.8187 -1.2328 0.5782
43 C -4.4771 -1.7600 1.8567
44 C -5.8196 -2.3322 1.6046
45 C -3.3278 -2.3482 -0.3147
46 C -2.4777 -3.5281 0.3842
47 H -3.2673 1.6881 0.6430
48 H -2.4644 1.4932 2.1190
49 H -4.0132 0.8325 2.1369
50 H -1.8376 -0.3741 0.2902
51 H -2.3586 -0.9128 1.8432
52 H -3.8395 -2.4349 2.4276
53 H -4.5794 -0.9077 2.5285
54 H -6.2858 -2.6117 2.5494
55 H -6.4629 -1.5230 1.2588
56 H -5.7908 -3.1810 0.9214
57 H -2.6289 -1.8887 -1.0136
58 H -4.2016 -2.8114 -0.7731
59 H -1.6975 -3.8727 -0.2945
60 H -3.0698 -4.3131 0.8545
61 H -1.7772 -3.1699 1.1385
62 C 3.9246 0.3715 3.6654
63 C 3.1897 -0.3033 2.5674
64 N 1.8349 -0.7917 3.0201
65 C 0.8479 0.2543 3.2955
66 C -0.0407 -0.1527 4.4910
67 C 1.2644 -1.7927 2.0344
68 C 2.0969 -3.0353 1.8613
69 H 4.9865 0.5260 3.4741
70 H 3.8913 -0.2167 4.5824
71 H 3.3801 1.2962 3.8565
72 H 3.2929 0.2492 1.6335
73 H 3.7659 -1.1990 2.3354
74 H 1.2825 1.2163 3.5669
75 H 0.2860 0.5014 2.3948
76 H 0.5309 -0.1048 5.4179
77 H -0.8783 0.5385 4.5839
78 H -0.4458 -1.1476 4.3063
79 H 1.1907 -1.4302 1.0092
80 H 0.2371 -1.9397 2.3678
81 H 1.5751 -3.8446 1.3506
82 H 2.4036 -3.3921 2.8445
83 H 2.9966 -2.7754 1.3035

- Frontier orbital gap (spin up / spin down): 4.586 / 5.145 eV
- ⟨S²⟩: 6.0205
- Spin multiplicity: 5
- Molecular weight: 649.61 g/mol
- Net charge: -2
- HOMO energy (spin up / spin down): -1.117 / -1.992 eV
- Total energy: -3969.85631 hartree

Löwdin population analysis, charges in e, atoms 1 to 6: number 1, Cr, carries 0.87; number 2, Li, carries 0.60; number 3, P, carries 0.15; number 4, O, carries -0.16; number 5, O, carries -0.43; number 6, O, carries -0.22

=====

Density functional theory data (ωB97M-V with the def2-TZVPD basis set) for a cluster of 3 separate species, C18H45IN6O8P2S in total at a distorted geometry.

Positions of all 81 atoms, in Å:
1 O 1.4618 -2.1774 2.2341
2 C 2.5827 -2.3504 2.4534
3 I 3.8251 -0.5941 2.7480
4 C 3.1932 -3.7769 2.4989
5 C 4.4206 -3.8518 1.5638
6 O 5.6088 -3.4255 2.2466
7 S 6.4721 -4.6981 2.7575
8 O 6.2491 -5.0188 4.1134
9 O 7.8023 -4.7514 2.2893
10 O 5.6464 -5.8650 1.9330
11 C 4.8133 -5.2210 0.9718
12 C 5.2973 -5.2187 -0.5184
13 C 6.8019 -5.4180 -0.7116
14 O 7.1963 -6.7687 -0.4466
15 H 3.4294 -3.9844 3.5554
16 H 2.3751 -4.4425 2.1883
17 H 4.1554 -3.2218 0.7008
18 H 3.9105 -5.8566 0.9133
19 H 5.0249 -4.2277 -0.9286
20 H 4.7045 -5.9450 -1.0916
21 H 7.4266 -4.6796 -0.1828
22 H 7.0050 -5.2535 -1.7906
23 H 7.8626 -6.9870 -1.1090
24 C -5.1102 -2.2835 -0.5264
25 N -4.4922 -2.0600 0.7683
26 C -5.1442 -2.8643 1.7976
27 P -2.7779 -2.0064 0.9717
28 O -2.4695 -3.4252 0.5234
29 N -1.8490 -1.2086 -0.2536
30 C -2.3923 -0.6618 -1.4754
31 C -0.5648 -1.8493 -0.5493
32 N -2.9999 -0.4462 1.7265
33 C -4.1065 0.4715 1.5565
34 C -1.9031 0.0645 2.5413
35 H -6.1970 -2.1949 -0.4410
36 H -4.8757 -3.2666 -0.9513
37 H -4.8318 -1.5150 -1.2464
38 H -4.9797 -2.4125 2.7820
39 H -4.7580 -3.8904 1.8228
40 H -6.2234 -2.9083 1.6462
41 H -2.7691 -1.4407 -2.1507
42 H -1.6250 -0.0962 -2.0139
43 H -3.1861 0.0641 -1.2787
44 H -0.6876 -2.6862 -1.2489
45 H -0.0992 -2.2317 0.3565
46 H 0.1338 -1.1287 -0.9832
47 H -4.5000 0.4748 0.5409
48 H -3.8058 1.5008 1.7705
49 H -4.9292 0.2299 2.2376
50 H -1.2835 0.7643 1.9671
51 H -1.2602 -0.7494 2.8804
52 H -2.2703 0.5724 3.4370
53 C 0.3317 6.6253 -2.6631
54 N -0.8550 5.7900 -2.7196
55 C -1.4869 5.8789 -4.0331
56 P -0.8780 4.1820 -2.0939
57 O 0.1782 3.5803 -3.0051
58 N -0.0407 3.8969 -0.6041
59 C 0.7468 4.8890 0.0919
60 C 0.6412 2.6063 -0.5127
61 N -2.2590 4.6418 -1.1324
62 C -2.6601 5.9584 -0.6881
63 C -3.0707 3.5554 -0.5985
64 H 0.1005 7.6267 -3.0366
65 H 1.1688 6.2234 -3.2460
66 H 0.6641 6.7886 -1.6392
67 H -2.5460 5.6094 -3.9552
68 H -1.0156 5.2083 -4.7616
69 H -1.4474 6.8948 -4.4275
70 H 1.6531 5.1663 -0.4616
71 H 1.0561 4.5108 1.0707
72 H 0.1663 5.7880 0.3128
73 H 1.6250 2.6301 -0.9984
74 H 0.0507 1.8181 -0.9812
75 H 0.7738 2.3222 0.5344
76 H -1.8132 6.5979 -0.4446
77 H -3.2663 5.8852 0.2187
78 H -3.2642 6.4707 -1.4440
79 H -2.7889 3.3316 0.4379
80 H -2.9354 2.6445 -1.1852
81 H -4.1366 3.7968 -0.6304

- Frontier orbital gap: 7.537 eV
- Molecular weight: 694.51 g/mol
- Net charge: 0
- HOMO energy: -7.983 eV
- Total energy: -3021.65755 hartree
- SMILES string: O=C(I)C[C@H]1OS(=O)(=O)O[C@@H]1CCO.CN(C)P(=O)(N(C)C)N(C)C.CN(C)P(=O)(N(C)C)N(C)C

Löwdin population analysis, charges in e, atoms 1 to 6: number 1, O, carries 0.02; number 2, C, carries -0.82; number 3, I, carries 0.84; number 4, C, carries -0.09; number 5, C, carries -0.31; number 6, O, carries -0.20

=====

Density functional theory data (ωB97M-V with the def2-TZVPD basis set) for a structure of composition C18H45N10O5P2Sr at a distorted geometry.

Positions of all 81 atoms, in Å:
1 Sr 21.6900 2.7164 6.0473
2 N 21.7561 -0.8605 9.4191
3 O 21.4738 -1.7679 10.1338
4 O 22.5192 -1.0908 8.4872
5 O 21.2090 0.2290 9.5035
6 O 18.9887 6.1606 8.7429
7 P 18.4414 7.2196 9.6053
8 N 19.6866 8.2186 10.2513
9 C 19.5509 8.9947 11.5317
10 C 21.0960 8.2123 9.7008
11 N 17.6019 6.6416 11.0318
12 C 18.3723 5.7218 11.9517
13 C 16.1156 6.5517 11.1389
14 N 17.2121 8.2303 8.9486
15 C 16.9751 8.1153 7.4912
16 C 16.5379 9.3311 9.5466
17 H 19.2259 8.2737 12.2818
18 H 18.8324 9.7917 11.3399
19 H 20.5173 9.4517 11.7443
20 H 21.1188 8.9311 8.8816
21 H 21.2856 7.1774 9.4161
22 H 21.7601 8.5209 10.5082
23 H 17.8914 5.7582 12.9292
24 H 18.2850 4.6662 11.6943
25 H 19.4221 5.9889 12.0732
26 H 15.8679 7.5704 11.4373
27 H 15.5916 6.2797 10.2227
28 H 15.8336 5.9643 12.0128
29 H 17.7610 7.4875 7.0715
30 H 16.0227 7.6039 7.3515
31 H 16.8176 9.0999 7.0508
32 H 17.1278 10.2234 9.3370
33 H 16.7253 9.2556 10.6177
34 H 15.4775 9.4242 9.3121
35 O 26.2130 3.3966 8.9173
36 P 27.4721 3.7164 9.6673
37 N 28.6021 2.4246 9.9656
38 C 29.9224 2.6575 10.4995
39 C 28.2780 1.0388 9.7565
40 N 27.0616 4.1891 11.2627
41 C 25.8149 3.6553 11.8770
42 C 28.0631 4.5903 12.2874
43 N 28.4576 4.9052 8.9896
44 C 28.8567 4.6096 7.6177
45 C 28.2620 6.3289 9.3646
46 H 30.0238 2.4103 11.5563
47 H 30.0879 3.7326 10.4303
48 H 30.5942 2.0203 9.9245
49 H 28.6163 0.3281 10.5105
50 H 28.6447 0.6891 8.7915
51 H 27.1889 1.0258 9.7152
52 H 26.0078 2.6105 12.1206
53 H 25.6386 4.1911 12.8097
54 H 24.9133 3.7840 11.2782
55 H 27.5335 5.0616 13.1154
56 H 28.4721 3.7400 12.8332
57 H 28.8633 5.2027 11.8719
58 H 29.2387 3.5914 7.5436
59 H 28.0086 4.7264 6.9431
60 H 29.6249 5.3206 7.3136
61 H 29.1872 6.8325 9.0843
62 H 28.0912 6.4219 10.4371
63 H 27.4286 6.8060 8.8491
64 C 24.9799 -6.4269 7.6389
65 C 26.0394 -7.3868 7.6794
66 N 26.8909 -8.1456 7.7377
67 H 24.4113 -6.2986 8.5600
68 H 24.2939 -6.7905 6.8739
69 H 25.4386 -5.4996 7.2956
70 C 18.1219 -5.4892 12.6646
71 C 16.9214 -4.6011 12.5798
72 N 15.9875 -3.8804 12.5235
73 H 18.9876 -5.0130 13.1248
74 H 18.3345 -5.8972 11.6764
75 H 17.8200 -6.2881 13.3419
76 C 26.1107 -3.8636 13.3985
77 C 26.8165 -2.8541 14.1705
78 N 27.4120 -2.1650 14.8742
79 H 25.4705 -4.3630 14.1257
80 H 26.7674 -4.5613 12.8788
81 H 25.4067 -3.4522 12.6751

- Frontier orbital gap: 2.328 eV
- Molecular weight: 631.19 g/mol
- Net charge: +1
- HOMO energy: -9.861 eV
- Total energy: -2349.53078 hartree

Löwdin population analysis, charges in e, atoms 1 to 6: number 1, Sr, carries 1.87; number 2, N, carries -0.72; number 3, O, carries 0.02; number 4, O, carries -0.09; number 5, O, carries -0.10; number 6, O, carries -0.33

=====

> Look up the net charge of the third one.

+1

=====

> Which value of net charge does entry 3 give?

+1